Here is the molecule C2H5NO2 from the Open Molecules 2025 dataset. Energies are from wB97M-V/def2-TZVPD.

## Properties
LUMO, eV: 0.840
ΔE to the lowest compared entry with this formula, charge and spin, kJ/mol: 171.57
SMILES: CC(=O)NO
Highest occupied orbital energy, eV: -9.60
Maximum force, eV Å⁻¹: 0.289

```
! wB97M-V def2-TZVPD RIJCOSX def2/J DEFGRID3
* xyz 0 1
C 1.3840 -0.2061 -0.0191
C 0.0068 0.3991 -0.0620
O -0.2158 1.6011 -0.0482
N -1.0280 -0.4843 -0.1760
O -2.2938 0.0612 -0.0034
H 1.8740 0.0997 0.9078
H 1.9645 0.1985 -0.8550
H 1.3688 -1.2958 -0.0810
H -0.9717 -1.3901 0.2738
H -2.0888 1.0168 0.0632
*
```

=====

Here is a cluster of 2 separate species, C9H11NOS in total from the Open Molecules 2025 dataset. Energies are from wB97M-V/def2-TZVPD.

## Properties
LUMO (alpha / beta), eV: -1.300 / -0.341
ΔE to the lowest compared entry with this formula, charge and spin, kJ/mol: 429.79
Highest occupied orbital energy (alpha / beta), eV: -7.88 / -8.53
Maximum force, eV Å⁻¹: 1.127

```
! wB97M-V def2-TZVPD RIJCOSX def2/J DEFGRID3
* xyz 0 1
C 0.6451 3.6200 -1.4380
C 0.1481 3.4535 -0.1530
C 1.3535 2.6016 -2.0533
C 0.3480 2.2605 0.5176
C 1.5618 1.4038 -1.3862
C 1.0644 1.2575 -0.1080
C -0.8511 -3.9144 1.0699
C -0.9239 -2.9842 0.0815
C -1.3806 -1.6874 0.2635
N 1.4529 0.1146 2.2010
O 2.3406 -1.0906 0.0760
S 1.2572 -0.3533 0.7289
H 0.4776 4.5496 -1.9611
H -0.3945 4.2550 0.3231
H 1.7400 2.7389 -3.0521
H -0.0152 2.1037 1.5208
H 2.1171 0.5956 -1.8359
H -0.4899 -4.9081 0.8777
H -1.1473 -3.6891 2.0790
H -0.6055 -3.2711 -0.9126
H -1.7312 -1.3614 1.2268
H -1.4998 -1.0136 -0.5648
H 1.9008 -0.5456 2.8183
*
```

=====

Here is a cluster of 12 separate species, C24H72N10O12 in total from the Open Molecules 2025 dataset. Energies are from wB97M-V/def2-TZVPD.

## Properties
LUMO, eV: -0.209
ΔE to the lowest compared entry with this formula, charge and spin, kJ/mol: 0.00
SMILES: NC(N)=O.NC(N)=O.NC(N)=O.NC(N)=O.NC(N)=O.CC(C)O.CC(C)O.CC(C)O.CC(C)O.CC(C)O.CCO.CCO
Highest occupied orbital energy, eV: -9.68
Maximum force, eV Å⁻¹: 7.520

```
! wB97M-V def2-TZVPD RIJCOSX def2/J DEFGRID3
* xyz 0 1
N -4.9484 -4.5906 0.5864
C -5.3638 -4.5552 -0.6587
N -6.5728 -4.0639 -0.7196
O -4.6347 -4.8951 -1.5524
H -5.4247 -4.0851 1.3196
H -4.0716 -5.0272 0.8328
H -7.0507 -4.1424 0.1668
H -7.0259 -3.9891 -1.6191
N -2.1844 -1.0641 6.7010
C -1.3468 -1.8169 7.3585
N -1.2727 -2.9982 6.9080
O -0.6788 -1.3857 8.2941
H -2.7803 -1.4992 6.0112
H -2.2477 -0.0908 6.9632
H -1.5290 -3.2429 5.9622
H -0.7907 -3.6820 7.4738
N -0.7439 -8.4406 -4.2139
C -1.3411 -9.5915 -4.3201
N -2.5934 -9.3905 -3.9710
O -0.8550 -10.7074 -4.5272
H -1.2790 -7.5904 -4.1093
H 0.2624 -8.4953 -4.2804
H -3.3117 -10.0600 -3.7345
H -2.8766 -8.4343 -3.8109
N 5.1803 -4.9158 -4.9879
C 4.6438 -4.1893 -4.1062
N 3.5181 -3.7558 -4.5747
O 5.0932 -4.0741 -2.9895
H 6.0495 -5.3776 -4.7617
H 4.7946 -4.9349 -5.9212
H 2.9384 -3.3112 -3.8774
H 3.2356 -3.9869 -5.5165
N 7.7645 3.4597 -3.2661
C 7.6192 2.1715 -3.4544
N 7.4532 1.4726 -2.3117
O 7.6689 1.5980 -4.5240
H 7.6449 3.8343 -2.3358
H 7.7916 4.0013 -4.1182
H 7.1723 0.5070 -2.4054
H 7.4570 1.9711 -1.4333
C 5.6764 -5.9408 3.7699
C 4.6914 -4.8146 3.8894
C 5.3606 -3.4326 4.0903
O 4.0702 -4.8540 2.6627
H 6.1364 -6.0809 4.7481
H 6.3901 -5.7345 2.9722
H 5.2725 -6.9256 3.5354
H 3.9848 -4.9412 4.7097
H 4.6577 -2.6023 4.1590
H 6.1584 -3.2302 3.3756
H 5.9186 -3.4539 5.0265
H 4.7521 -4.7668 1.9926
C -0.1969 4.2108 -5.2235
C 0.0356 3.1783 -6.3042
C 1.4931 2.6919 -6.3786
O -0.6997 2.0694 -6.0091
H -0.8492 3.8420 -4.4319
H -0.6703 5.0967 -5.6468
H 0.7580 4.4532 -4.7572
H -0.2739 3.5851 -7.2669
H 2.0337 3.6350 -6.4579
H 1.6863 1.9363 -7.1401
H 1.7806 2.2134 -5.4424
H -0.4080 1.7061 -5.1697
C -0.1212 10.4200 0.9075
C -0.7806 9.2437 0.1370
C -1.7061 8.3118 1.0066
O -1.6462 9.9302 -0.7989
H -0.8672 11.0140 1.4356
H 0.2382 11.0876 0.1243
H 0.6447 10.1402 1.6308
H 0.0220 8.6925 -0.3531
H -2.3920 8.8801 1.6349
H -1.1007 7.8693 1.7978
H -2.1976 7.5358 0.4199
H -1.1177 10.4124 -1.4391
C -9.4315 6.7837 -2.2832
C -7.9518 6.8621 -1.9878
C -7.1763 6.0274 -3.0213
O -7.5064 8.2180 -2.0217
H -10.0844 7.1174 -1.4767
H -9.6835 5.7241 -2.3251
H -9.7913 7.1448 -3.2467
H -7.7481 6.4994 -0.9802
H -7.2387 6.3713 -4.0537
H -7.4817 4.9825 -3.0756
H -6.1289 5.9801 -2.7234
H -6.5863 8.2657 -1.7523
C 0.5994 0.0176 0.0967
C -0.7829 -0.6818 -0.0887
C -1.9133 0.2869 0.1155
O -0.7471 -0.9946 -1.4419
H 1.3968 -0.7218 0.0226
H 0.6101 0.5694 1.0367
H 0.7503 0.7575 -0.6894
H -0.8347 -1.5721 0.5382
H -2.0668 1.0197 -0.6767
H -1.8164 0.7933 1.0758
H -2.8658 -0.2328 0.2193
H -1.3324 -1.7317 -1.6311
C 3.1773 4.4190 6.0159
C 4.3684 5.3426 5.8586
O 5.3497 5.0715 6.8591
H 2.7028 4.5591 6.9872
H 3.5397 3.3974 5.9014
H 2.3831 4.6135 5.2951
H 4.1092 6.3959 5.9661
H 4.9395 5.1151 4.9585
H 6.2329 5.0076 6.4882
C -2.3059 -9.0699 4.1088
C -0.9170 -8.5852 3.6775
O -0.9867 -7.2115 3.3728
H -2.6459 -8.5624 5.0115
H -2.3614 -10.1475 4.2627
H -3.0291 -9.0043 3.2959
H -0.3942 -9.1990 2.9440
H -0.3133 -8.7925 4.5610
H -0.1348 -6.8452 3.1241
*
```

=====

Here is a structure of composition C19H29HoN5O8 from the Open Molecules 2025 dataset. Energies are from wB97M-V/def2-TZVPD.

## Properties
LUMO (alpha / beta), eV: 2.193 / 2.194
<S²>: 6.003
Highest occupied orbital energy (alpha / beta), eV: -5.58 / -5.59
Maximum force, eV Å⁻¹: 0.868

```
! wB97M-V def2-TZVPD RIJCOSX def2/J DEFGRID3
* xyz -1 5
Ho -0.3486 0.3655 0.4146
O 0.7415 -3.4978 2.1054
C 0.1131 -2.7418 1.3715
O -0.1625 -1.5111 1.5900
C -0.3895 -3.2734 0.0225
N -0.1348 -2.3098 -1.0408
C 1.2853 -2.1802 -1.4041
C 2.2838 -1.6983 -0.3471
N 2.1188 -0.3272 0.1823
C 2.9202 0.7097 -0.5053
C 2.3133 1.3399 -1.7479
N 0.9952 1.9241 -1.5391
C 0.2587 2.0988 -2.8059
C -1.9170 0.6427 -3.4694
N -2.0176 -0.2927 -2.2875
C -2.1915 -1.7839 -2.5104
C -0.8985 -2.5812 -2.2729
C -3.0445 0.2064 -1.3125
C -3.0853 -0.5801 0.0388
O -3.7216 -1.6312 0.0541
O -2.4622 -0.0186 0.9953
C 0.9484 3.1661 -0.7635
C -0.5408 3.4523 -0.4664
O -0.9958 4.5553 -0.7436
O -1.1896 2.4386 -0.0161
C 2.5298 -0.2858 1.6095
C 2.0584 1.0209 2.2634
O 2.8082 1.6034 3.0285
O 0.8753 1.3962 1.8988
H -1.4732 -3.3897 0.1161
H 0.0647 -4.2549 -0.1697
H 1.3178 -1.4924 -2.2476
H 1.6729 -3.1533 -1.7526
H 3.2762 -1.7926 -0.8091
H 2.2764 -2.3853 0.4967
H 3.9019 0.2988 -0.7776
H 3.1111 1.5021 0.2186
H 2.2208 0.5764 -2.5167
H 3.0334 2.0859 -2.1242
H 0.9377 2.4716 -3.5846
H -0.5042 2.8618 -2.6565
H -2.2281 0.1702 -4.4013
H -2.5046 1.5378 -3.2764
H -2.5326 -1.9445 -3.5354
H -2.9675 -2.1209 -1.8280
H -0.2338 -2.4340 -3.1205
H -1.1988 -3.6370 -2.3037
H -4.0149 0.0995 -1.8004
H -2.8132 1.2511 -1.1112
H 1.3817 4.0172 -1.3028
H 1.4643 3.0313 0.1889
H 3.6158 -0.3659 1.7136
H 2.0568 -1.1078 2.1455
C 0.2920 0.8340 -5.6494
C 0.3490 0.0485 -4.3362
C -0.4049 0.7663 -3.1927
N -0.6229 0.0305 -1.9584
H 0.5852 0.2088 -6.4945
H 0.9566 1.6987 -5.6345
H -0.7186 1.2042 -5.8490
H 1.3910 -0.1331 -4.0715
H -0.1062 -0.9338 -4.4906
*
```

=====

Here is a structure of composition C32H28NaO2 from the Open Molecules 2025 dataset. Energies are from wB97M-V/def2-TZVPD.

## Properties
LUMO, eV: 1.236
Highest occupied orbital energy, eV: -2.24
Maximum force, eV Å⁻¹: 1.472

```
! wB97M-V def2-TZVPD RIJCOSX def2/J DEFGRID3
* xyz -1 1
C 7.3025 -2.2540 -1.7762
O 6.2411 -2.8747 -1.0078
C 5.0658 -2.2059 -0.8453
C 4.0044 -2.9182 -0.2304
C 2.7426 -2.3701 -0.1885
C 2.4902 -1.0656 -0.6910
C 1.1308 -0.5469 -0.7406
C 0.0334 -1.4475 -0.8004
C -1.2707 -1.0857 -0.5202
C -2.4143 -1.9412 -0.7880
C -3.7324 -1.4261 -0.9658
C -4.8130 -2.2910 -1.1243
C -4.6207 -3.6778 -1.1764
C -3.3259 -4.1982 -1.0612
C -2.2398 -3.3483 -0.8651
C 0.8909 0.8943 -0.7390
C 1.6476 1.7346 0.1051
C 1.3642 3.0797 0.2189
C 0.3690 3.6541 -0.6010
O 0.2208 5.0098 -0.5107
C -0.5394 5.6978 -1.5262
C -0.4144 2.8402 -1.4566
C -0.1237 1.4794 -1.5333
C 3.5875 -0.3265 -1.2012
C 4.8496 -0.8839 -1.3107
H 8.1346 -2.9552 -1.7007
H 7.0103 -2.1318 -2.8295
H 7.5888 -1.2804 -1.3520
H 4.2048 -3.9175 0.1526
H 1.9262 -2.9406 0.2571
H 0.2541 -2.4850 -1.0728
H -1.4542 -0.1192 -0.0143
H -3.9235 -0.3389 -0.9717
H -5.8227 -1.8834 -1.1968
H -5.4673 -4.3514 -1.3006
H -3.1528 -5.2734 -1.1088
H -1.2361 -3.7672 -0.7351
H 2.4610 1.3079 0.6938
H 1.9163 3.7189 0.9072
H -0.4381 6.7503 -1.2655
H -0.1284 5.5149 -2.5269
H -1.5972 5.4010 -1.4951
H -1.1778 3.2885 -2.1097
H -0.6160 0.8767 -2.3058
H 3.4354 0.6907 -1.5576
H 5.6605 -0.3216 -1.7839
C -0.2169 1.2076 3.5605
Na -2.7929 1.4867 -0.7225
C 0.2715 -0.0037 3.0059
C -0.7948 -0.6626 2.3484
C -1.9847 0.1163 2.5168
C -1.6077 1.3249 3.2408
C -2.5887 2.2880 3.5191
C -3.8679 2.1362 2.9793
C -4.2085 1.0045 2.2187
C -3.3087 -0.0562 2.0915
H 0.3554 1.9543 4.1064
H 1.2886 -0.3814 3.0806
H -0.7703 -1.6385 1.8787
H -2.3422 3.1391 4.1575
H -4.6360 2.8848 3.1859
H -5.2056 0.9225 1.7679
H -3.6148 -1.0337 1.7162
*
```

=====

Here is a structure of composition C31H26FeGeN3O2S4 from the Open Molecules 2025 dataset. Energies are from wB97M-V/def2-TZVPD.

## Properties
LUMO (alpha / beta), eV: -0.675 / -0.698
<S²>: 0.762
ΔE to the lowest compared entry with this formula, charge and spin, kJ/mol: 0.00
Highest occupied orbital energy (alpha / beta), eV: -7.15 / -7.47
Maximum force, eV Å⁻¹: 0.633

```
! wB97M-V def2-TZVPD RIJCOSX def2/J DEFGRID3
* xyz 0 2
Fe 0.3116 -0.3897 -1.0151
S 0.4930 -3.8307 3.6792
C 0.4403 -4.4665 5.2573
C 0.3632 -3.4844 6.1961
C 0.3487 -2.1879 5.6140
C 0.4143 -2.2138 4.2513
C 0.4302 -1.0665 3.3215
C 0.3203 -1.2766 1.9299
N 0.3461 -0.2976 1.0560
C 0.4840 0.9640 1.4984
C 0.5744 1.2908 2.8435
C 0.6977 2.6769 3.2215
C 0.7315 3.6486 2.2865
C 0.6591 3.3264 0.8824
C 0.6967 4.2829 -0.1454
C 0.6207 3.8921 -1.4600
C 0.5189 2.5089 -1.7282
N 0.4932 1.5985 -0.7805
C 0.5501 1.9976 0.5022
C 0.6482 4.8683 -2.5680
C 0.6922 6.2301 -2.4850
C 0.7120 6.8646 -3.7561
C 0.6826 5.9666 -4.7783
S 0.6331 4.3643 -4.2090
C 0.5487 0.2288 3.7631
H 0.4670 -5.5336 5.4092
H 0.3157 -3.6727 7.2587
H 0.2839 -1.2766 6.1923
H 0.2000 -2.2731 1.5198
H 0.7577 2.9229 4.2744
H 0.8137 4.6888 2.5758
H 0.7807 5.3307 0.1170
H 0.4530 2.1353 -2.7426
H 0.7024 6.7732 -1.5503
H 0.7435 7.9346 -3.8991
H 0.6851 6.1619 -5.8386
H 0.6334 0.4478 4.8208
C 4.8062 -2.2468 -1.7384
Ge 2.8512 -2.3440 -1.7846
C 2.3306 -3.6302 -0.4025
C 2.3310 -3.0266 -3.5368
C 2.0143 -0.6100 -1.4415
H 5.2552 -3.2192 -1.9514
H 5.1431 -1.9250 -0.7506
H 5.1708 -1.5307 -2.4774
H 2.7001 -4.6279 -0.6485
H 1.2449 -3.6795 -0.3085
H 2.7555 -3.3357 0.5603
H 2.7331 -4.0296 -3.6959
H 2.7132 -2.3701 -4.3200
H 1.2460 -3.0638 -3.6193
H 2.7004 0.2495 -1.4924
O -3.2860 1.6952 -1.7774
S -2.9892 0.7576 -0.7342
O -2.7738 1.2502 0.5983
N -1.7388 -0.2182 -1.1724
C -2.0775 -1.4830 -1.3173
S -0.8543 -2.5686 -1.6267
C -3.5387 -1.7309 -1.0974
C -4.2403 -2.9145 -1.1832
C -5.6032 -2.8832 -0.9060
C -6.2329 -1.6938 -0.5489
C -5.5224 -0.5020 -0.4596
C -4.1721 -0.5583 -0.7414
H -3.7318 -3.8299 -1.4579
H -6.1823 -3.7953 -0.9657
H -7.2945 -1.6960 -0.3362
H -6.0049 0.4253 -0.1811
*
```

=====

Here is a structure of composition C5H11FO3Sc from the Open Molecules 2025 dataset. Energies are from wB97M-V/def2-TZVPD.

## Properties
LUMO (alpha / beta), eV: -6.994 / -6.992
ΔE to the lowest compared entry with this formula, charge and spin, kJ/mol: 57.55
Highest occupied orbital energy (alpha / beta), eV: -9.44 / -9.43
Maximum force, eV Å⁻¹: 2.162

```
! wB97M-V def2-TZVPD RIJCOSX def2/J DEFGRID3
* xyz 1 1
F 5.8979 -0.3702 0.2410
C 2.8272 -0.1692 0.1107
H 3.2401 0.8465 0.1611
H 3.0923 -0.7571 1.0003
H 3.1442 -0.6689 -0.8103
C -2.7177 -1.0989 -1.3110
O -1.5698 -1.4839 -1.9992
C -2.4693 0.1543 -0.4721
O -1.2501 -0.0825 0.2432
C -0.5998 1.0384 0.8313
C 0.7935 0.5916 1.1967
O 1.3641 -0.0649 0.0463
Sc 0.0106 -1.1396 -1.0468
H -3.0726 -1.9028 -0.6344
H -3.5546 -0.8706 -1.9973
H -3.2844 0.3557 0.2381
H -2.3239 1.0335 -1.1217
H -1.1398 1.3779 1.7263
H -0.5647 1.8611 0.0994
H 0.7765 -0.1279 2.0301
H 1.3999 1.4774 1.4686
*
```

=====

Here is the molecule C4H5NO from the Open Molecules 2025 dataset. Energies are from wB97M-V/def2-TZVPD.

## Properties
LUMO, eV: 0.560
ΔE to the lowest compared entry with this formula, charge and spin, kJ/mol: 308.01
SMILES: CC(O)=C=C=N
Highest occupied orbital energy, eV: -8.10
Maximum force, eV Å⁻¹: 2.645

```
! wB97M-V def2-TZVPD RIJCOSX def2/J DEFGRID3
* xyz 0 1
C -1.0235 0.4835 -0.3889
C 0.2154 0.1115 0.4015
O 0.4657 0.8757 1.4861
C 1.0922 -0.8177 0.1442
C 2.1338 -1.5023 0.0223
N 2.9411 -2.3277 -0.2897
H -2.0049 0.5480 0.1262
H -0.7144 1.5085 -0.8141
H -0.8795 -0.3519 -1.1709
H -0.1655 1.6481 1.5612
H 3.9460 -2.2826 -0.2878
*
```

=====

What did the fourth record say?
Here is a structure of composition C19H29HoN5O8 from the Open Molecules 2025 dataset. Energies are from wB97M-V/def2-TZVPD.

## Properties
LUMO (alpha / beta), eV: 2.193 / 2.194
<S²>: 6.003
Highest occupied orbital energy (alpha / beta), eV: -5.58 / -5.59
Maximum force, eV Å⁻¹: 0.868

```
! wB97M-V def2-TZVPD RIJCOSX def2/J DEFGRID3
* xyz -1 5
Ho -0.3486 0.3655 0.4146
O 0.7415 -3.4978 2.1054
C 0.1131 -2.7418 1.3715
O -0.1625 -1.5111 1.5900
C -0.3895 -3.2734 0.0225
N -0.1348 -2.3098 -1.0408
C 1.2853 -2.1802 -1.4041
C 2.2838 -1.6983 -0.3471
N 2.1188 -0.3272 0.1823
C 2.9202 0.7097 -0.5053
C 2.3133 1.3399 -1.7479
N 0.9952 1.9241 -1.5391
C 0.2587 2.0988 -2.8059
C -1.9170 0.6427 -3.4694
N -2.0176 -0.2927 -2.2875
C -2.1915 -1.7839 -2.5104
C -0.8985 -2.5812 -2.2729
C -3.0445 0.2064 -1.3125
C -3.0853 -0.5801 0.0388
O -3.7216 -1.6312 0.0541
O -2.4622 -0.0186 0.9953
C 0.9484 3.1661 -0.7635
C -0.5408 3.4523 -0.4664
O -0.9958 4.5553 -0.7436
O -1.1896 2.4386 -0.0161
C 2.5298 -0.2858 1.6095
C 2.0584 1.0209 2.2634
O 2.8082 1.6034 3.0285
O 0.8753 1.3962 1.8988
H -1.4732 -3.3897 0.1161
H 0.0647 -4.2549 -0.1697
H 1.3178 -1.4924 -2.2476
H 1.6729 -3.1533 -1.7526
H 3.2762 -1.7926 -0.8091
H 2.2764 -2.3853 0.4967
H 3.9019 0.2988 -0.7776
H 3.1111 1.5021 0.2186
H 2.2208 0.5764 -2.5167
H 3.0334 2.0859 -2.1242
H 0.9377 2.4716 -3.5846
H -0.5042 2.8618 -2.6565
H -2.2281 0.1702 -4.4013
H -2.5046 1.5378 -3.2764
H -2.5326 -1.9445 -3.5354
H -2.9675 -2.1209 -1.8280
H -0.2338 -2.4340 -3.1205
H -1.1988 -3.6370 -2.3037
H -4.0149 0.0995 -1.8004
H -2.8132 1.2511 -1.1112
H 1.3817 4.0172 -1.3028
H 1.4643 3.0313 0.1889
H 3.6158 -0.3659 1.7136
H 2.0568 -1.1078 2.1455
C 0.2920 0.8340 -5.6494
C 0.3490 0.0485 -4.3362
C -0.4049 0.7663 -3.1927
N -0.6229 0.0305 -1.9584
H 0.5852 0.2088 -6.4945
H 0.9566 1.6987 -5.6345
H -0.7186 1.2042 -5.8490
H 1.3910 -0.1331 -4.0715
H -0.1062 -0.9338 -4.4906
*
```